15
Properties=species:S:1:pos:R:3:forces:R:3 method="wB97M-V/def2-TZVPD" e_homo_ha=-0.34426 de_lowest_kcal_mol=43.1 gap_ev=10.027
C -2.339 -0.198 0.210 -0.263 -0.042 0.080
N -1.056 -0.297 -0.428 -0.014 0.221 -0.006
C 0.063 0.111 0.208 -0.246 0.321 -0.152
N 0.303 0.264 1.458 -0.300 0.260 -0.442
C 1.175 0.350 -0.844 -0.278 0.088 -0.103
O 0.921 0.344 -2.033 0.024 0.422 0.615
C 2.481 0.137 -0.217 -0.118 -0.289 0.120
H -3.109 -0.406 -0.532 -0.035 0.013 0.156
H -2.492 0.808 0.624 -0.085 -0.160 -0.035
H -2.429 -0.927 1.024 -0.035 0.084 -0.124
H -0.968 -0.186 -1.431 -0.264 -0.010 0.035
H -0.524 0.113 2.039 0.131 -0.125 -0.182
H 2.030 -0.878 -0.056 2.079 -0.579 0.128
H 3.381 0.274 -0.829 -0.529 -0.477 0.111
H 2.563 0.492 0.807 -0.066 0.274 -0.198